1.
110
Properties=species:S:1:pos:R:3:mulliken_charge:R:1 method="wB97M-V/def2-TZVPD" multiplicity=4 s2=3.762 e_tot_ha=-3235.2122 largest_force_ev_per_a=2.5 homo_ev="-8.45 / -9.16" homo_lumo_gap_ha="0.317 / 0.338"
C -4.49 -0.19 -0.02 -0.9530
C -4.70 1.32 0.26 -0.6113
C -3.83 1.90 1.41 -0.3225
C -3.81 1.03 2.69 -0.7423
P -2.16 0.74 3.50 0.1197
S -1.88 -1.38 3.52 -0.2891
S -0.52 1.43 2.31 1.0347
O 0.66 0.89 2.91 -0.6371
O -0.48 2.86 2.37 -0.6267
C -0.48 0.84 0.54 0.6633
F -1.28 -0.18 0.31 -0.1851
F -0.71 1.81 -0.32 -0.2054
F 0.76 0.42 0.30 -0.1946
H -3.80 -0.67 0.68 0.1877
H -4.23 -0.43 -1.05 0.3290
H -5.45 -0.70 0.16 0.2992
H -5.75 1.55 0.47 0.3490
H -4.43 1.85 -0.67 0.3088
H -4.29 2.86 1.67 0.3870
H -2.85 2.15 0.98 0.0368
H -4.43 1.54 3.44 0.4366
H -4.28 0.05 2.57 0.4703
H -3.05 -1.77 4.10 0.1757
C 4.36 3.61 -0.45 -1.9139
C 3.01 3.88 -1.18 2.0473
C 2.19 2.59 -1.38 -1.1858
C 2.61 1.70 -2.55 -1.0245
C 2.80 2.52 -3.82 -1.0501
C 3.75 3.69 -3.60 1.8356
N 3.31 4.57 -2.48 0.5195
O 2.25 5.22 -2.85 -0.6232
C 5.16 3.12 -3.36 -2.0021
C 3.90 4.49 -4.90 -1.8226
C 2.21 4.74 -0.20 -2.0077
H 5.19 4.09 -0.96 0.3302
H 4.37 4.04 0.55 0.5630
H 4.58 2.55 -0.36 0.3188
H 1.15 2.86 -1.55 0.3049
H 2.21 2.01 -0.46 0.5344
H 3.52 1.15 -2.30 0.3580
H 1.84 0.94 -2.72 0.4035
H 3.17 1.87 -4.61 0.1360
H 1.82 2.88 -4.16 0.4858
H 5.89 3.92 -3.20 0.3783
H 5.49 2.54 -4.23 0.4147
H 5.22 2.44 -2.51 0.4272
H 2.95 4.90 -5.25 0.3649
H 4.28 3.84 -5.69 0.3784
H 4.61 5.31 -4.77 0.4454
H 2.67 5.71 -0.05 0.4770
H 2.16 4.23 0.77 0.4799
H 1.18 4.89 -0.52 0.3356
C -2.75 -4.81 10.05 -1.8029
C -2.66 -4.36 8.57 2.0596
C -1.58 -5.14 7.78 -1.4373
C -0.14 -4.67 7.98 -0.4919
C -0.04 -3.16 7.84 -1.1677
C -1.02 -2.44 8.77 1.6659
N -2.42 -2.89 8.54 0.3631
O -2.83 -2.42 7.40 -0.5468
C -0.57 -2.68 10.22 -1.8846
C -0.88 -0.92 8.59 -1.7519
C -4.00 -4.77 7.96 -1.9731
H -2.76 -3.96 10.73 0.3310
H -3.68 -5.33 10.26 0.5039
H -1.93 -5.48 10.34 0.3408
H -1.80 -5.06 6.71 0.4340
H -1.66 -6.20 8.03 0.3533
H 0.24 -5.01 8.95 0.2861
H 0.49 -5.15 7.23 0.4068
H 0.98 -2.84 8.06 0.4198
H -0.22 -2.88 6.80 0.2832
H -1.23 -2.18 10.93 0.3706
H 0.44 -2.28 10.37 0.4228
H -0.51 -3.73 10.50 0.3825
H -1.09 -0.60 7.57 0.2970
H 0.14 -0.61 8.82 0.4057
H -1.55 -0.39 9.26 0.4410
H -4.83 -4.22 8.40 0.4677
H -4.17 -5.83 8.15 0.4897
H -4.04 -4.64 6.88 0.3406
C -0.05 -2.38 -6.54 -1.7964
C 0.56 -1.72 -7.81 2.0867
C 2.03 -1.30 -7.61 -1.9016
C 2.25 0.01 -6.86 0.1441
C 1.36 1.12 -7.42 -1.3411
C -0.11 0.70 -7.43 1.8250
N -0.31 -0.56 -8.20 0.4340
O -0.15 -0.32 -9.46 -0.6053
C -0.59 0.57 -5.97 -1.9867
C -0.96 1.84 -8.00 -1.7622
C 0.57 -2.84 -8.85 -1.9714
H -1.02 -1.95 -6.29 0.3186
H -0.25 -3.44 -6.69 0.5098
H 0.60 -2.28 -5.67 0.3225
H 2.50 -1.19 -8.59 0.4511
H 2.56 -2.11 -7.11 0.4011
H 2.08 -0.13 -5.79 -0.0426
H 3.30 0.31 -6.97 0.5388
H 1.49 2.02 -6.81 0.3805
H 1.70 1.38 -8.42 0.3419
H -1.64 0.29 -5.93 0.3465
H -0.49 1.53 -5.46 0.4835
H -0.02 -0.14 -5.38 0.3465
H -0.68 2.10 -9.02 0.4032
H -0.84 2.73 -7.39 0.3862
H -2.02 1.57 -7.99 0.4320
H -0.44 -3.16 -9.12 0.4571
H 1.10 -3.70 -8.44 0.4843
H 1.10 -2.56 -9.77 0.3657

***

2.
120
Properties=species:S:1:pos:R:3:mulliken_charge:R:1 method="wB97M-V/def2-TZVPD" multiplicity=2 s2=0.758 e_tot_ha=-5646.3693 largest_force_ev_per_a=3.9 homo_ev="-11.38 / -11.38" charge=+1 homo_lumo_gap_ha="0.307 / 0.069"
C -2.57 -29.80 -21.25 -1.0401
C -3.73 -30.36 -22.17 -0.7218
C -3.30 -31.75 -22.61 -0.5611
S -1.75 -32.13 -21.84 0.9430
O -0.69 -31.63 -22.66 -0.7239
O -1.71 -33.51 -21.32 -0.2107
C -1.93 -30.91 -20.47 -0.4726
H -2.73 -28.90 -20.65 0.4674
H -1.92 -29.21 -21.90 0.3896
H -4.24 -29.63 -22.80 0.4138
H -4.55 -30.64 -21.51 0.2879
H -3.30 -31.94 -23.69 0.5070
H -3.87 -32.59 -22.24 0.1376
H -0.89 -30.86 -20.16 0.5796
H -2.57 -31.34 -19.70 0.1261
C 0.10 -32.38 -14.99 -0.4021
C -0.97 -32.54 -13.89 -0.0930
C -1.04 -31.22 -13.01 -0.9233
S 0.51 -30.24 -13.23 1.1103
O 1.16 -30.22 -11.94 -0.6299
O 0.36 -29.06 -14.02 -0.6048
C 1.28 -31.64 -14.28 -0.9775
H -0.32 -31.68 -15.70 0.3898
H 0.32 -33.27 -15.58 0.1480
H -0.72 -33.36 -13.21 0.0850
H -1.98 -32.58 -14.29 0.1788
H -1.37 -31.49 -12.00 0.4074
H -1.76 -30.55 -13.49 0.4484
H 1.90 -32.30 -13.66 0.3311
H 2.09 -31.21 -14.87 0.5689
C -6.72 -37.39 -21.64 -0.5603
C -5.59 -38.26 -22.18 -0.5147
C -5.14 -37.72 -23.51 -0.7791
S -5.37 -35.89 -23.31 0.9997
O -6.23 -35.33 -24.30 -0.6897
O -4.05 -35.35 -23.02 -0.4989
C -6.42 -35.94 -21.80 -0.1317
H -6.78 -37.55 -20.57 0.2507
H -7.71 -37.67 -22.02 0.3267
H -5.91 -39.30 -22.27 0.3796
H -4.72 -38.39 -21.54 0.2042
H -5.99 -37.81 -24.19 0.3444
H -4.16 -37.97 -23.90 0.4229
H -7.29 -35.28 -21.89 0.4163
H -5.76 -35.63 -21.00 -0.1559
C -7.88 -35.09 -15.41 -0.0901
C -8.00 -36.61 -15.73 -0.3284
C -8.88 -37.29 -14.67 -0.7652
S -9.81 -35.97 -13.76 1.0458
O -9.75 -36.27 -12.33 -0.6448
O -11.10 -35.66 -14.31 -0.6339
C -8.59 -34.58 -14.11 -0.5386
H -8.24 -34.44 -16.21 0.4819
H -6.83 -34.83 -15.33 -0.3072
H -7.07 -37.18 -15.79 0.1423
H -8.39 -36.95 -16.69 0.3404
H -8.14 -37.66 -13.96 0.2654
H -9.52 -38.17 -14.80 0.5253
H -7.94 -34.59 -13.22 0.0786
H -9.10 -33.63 -14.22 0.4483
C -3.04 -33.79 -16.82 -1.0710
C -2.07 -34.24 -17.96 0.2221
C -2.85 -35.49 -18.56 -0.5987
S -3.40 -36.49 -17.07 0.9365
O -2.28 -37.32 -16.66 -0.5348
O -4.68 -37.16 -17.32 -0.5788
C -3.45 -34.91 -16.00 0.2054
H -3.84 -33.26 -17.33 0.3880
H -2.64 -32.96 -16.25 0.4178
H -1.22 -34.65 -17.41 -0.2687
H -1.81 -33.47 -18.68 0.0740
H -2.50 -36.03 -19.44 0.3981
H -3.82 -35.07 -18.84 0.2168
H -2.74 -35.03 -15.18 -0.0330
H -4.42 -35.05 -15.52 0.0007
C 0.85 -37.73 -20.79 -0.6967
C 0.01 -36.58 -21.52 -0.5384
C 0.47 -35.25 -20.88 0.2729
S 2.22 -35.56 -20.21 1.0917
O 2.11 -35.23 -18.82 -0.5544
O 3.25 -34.90 -20.98 -0.7126
C 2.27 -37.33 -20.54 -0.6311
H 0.86 -38.57 -21.49 0.4128
H 0.46 -38.20 -19.89 0.1902
H -1.07 -36.70 -21.50 0.1897
H 0.43 -36.69 -22.52 0.3668
H -0.04 -34.98 -19.96 -0.4591
H 0.46 -34.51 -21.69 0.3958
H 2.87 -37.70 -19.72 0.4155
H 2.78 -37.49 -21.49 0.3099
C 0.64 -38.06 -15.58 -0.4980
C 1.27 -39.01 -14.53 -0.7445
C 1.90 -38.09 -13.41 -0.6854
S 2.29 -36.44 -14.08 1.1174
O 3.70 -36.18 -14.20 -0.4331
O 1.37 -35.41 -13.51 -0.4013
C 1.66 -36.88 -15.86 -0.0379
H -0.29 -37.64 -15.22 0.2172
H 0.25 -38.52 -16.49 0.4647
H 2.20 -39.27 -15.03 0.3092
H 0.91 -40.01 -14.30 0.4896
H 2.79 -38.52 -12.94 0.4964
H 1.11 -37.67 -12.78 0.3785
H 2.45 -36.87 -16.61 0.4758
H 1.12 -35.96 -16.10 -0.1813
C -4.18 -36.03 -9.32 -0.7628
C -3.04 -36.35 -10.23 -0.6592
C -3.15 -35.53 -11.53 -0.2978
S -5.09 -35.34 -11.73 1.1932
O -5.44 -36.20 -12.83 -0.5784
O -5.38 -33.88 -11.76 -0.7055
C -5.48 -36.14 -10.10 -0.8222
H -4.12 -35.03 -8.90 0.3048
H -4.28 -36.54 -8.37 0.4049
H -3.08 -37.41 -10.46 0.3134
H -2.13 -36.14 -9.68 0.3490
H -2.81 -35.98 -12.46 0.1862
H -2.84 -34.49 -11.47 0.2202
H -5.73 -37.18 -10.29 0.3814
H -6.36 -35.84 -9.54 0.4846

***

3.
114
Properties=species:S:1:pos:R:3:mulliken_charge:R:1 method="wB97M-V/def2-TZVPD" e_tot_ha=-2611.9464 largest_force_ev_per_a=2.0 homo_ev=-9.22 smiles="CCOC(=O)OC.CCOC(=O)OC.CCOC(=O)OC.CCOC(=O)OC.CCOC(=O)OC.C1CCOC1.C1CCOC1.C1CCOC1" homo_lumo_gap_ha=0.352
C 3.43 0.08 -5.55 -1.3884
C 3.05 1.47 -5.06 0.0583
O 1.62 1.51 -5.19 -0.2684
C 1.01 2.69 -5.01 0.7316
O 1.54 3.75 -4.85 -0.5750
O -0.30 2.44 -4.89 -0.1739
C -1.14 3.55 -4.67 -0.7573
H 4.36 -0.32 -5.15 0.3692
H 3.47 0.04 -6.64 0.3526
H 2.66 -0.62 -5.23 0.2702
H 3.40 2.24 -5.74 0.5874
H 3.38 1.60 -4.03 0.0023
H -1.07 3.94 -3.65 0.2729
H -2.16 3.20 -4.82 0.2729
H -0.99 4.37 -5.36 0.3123
C -2.41 3.15 -0.68 -0.7346
C -3.41 3.00 0.46 -0.5488
O -3.74 1.62 0.65 -0.1816
C -4.63 1.08 -0.18 0.4997
O -5.30 1.60 -1.03 -0.5915
O -4.55 -0.24 0.00 -0.1211
C -5.18 -1.11 -0.92 -0.8026
H -2.75 2.66 -1.59 0.3004
H -1.41 2.81 -0.40 0.0081
H -2.28 4.21 -0.90 0.4526
H -4.32 3.52 0.17 0.3926
H -2.96 3.39 1.37 0.3661
H -5.25 -2.12 -0.52 0.2840
H -4.68 -1.05 -1.88 0.2232
H -6.23 -0.84 -1.05 0.3344
C 2.93 2.29 6.33 -1.3445
C 2.70 1.65 4.97 0.3191
O 2.45 0.24 5.05 -0.3410
C 2.79 -0.53 4.02 0.8661
O 3.50 -0.19 3.10 -0.6251
O 2.28 -1.72 4.22 -0.3609
C 2.28 -2.71 3.19 -0.2597
H 3.97 2.42 6.64 0.3277
H 2.47 1.69 7.13 0.3343
H 2.42 3.24 6.43 0.3624
H 3.59 1.73 4.35 -0.0397
H 1.86 2.11 4.46 0.2591
H 1.64 -2.32 2.39 -0.0793
H 1.80 -3.59 3.60 0.2541
H 3.27 -2.87 2.78 0.3265
C -3.34 -1.13 3.09 -0.3581
C -3.50 -0.39 4.41 -0.5073
O -2.71 -1.06 5.39 -0.3484
C -3.30 -2.01 6.11 0.7534
O -4.43 -2.36 6.02 -0.5494
O -2.48 -2.39 7.11 -0.3768
C -1.13 -1.88 7.20 -0.4135
H -3.80 -2.11 3.05 0.3496
H -2.28 -1.11 2.83 0.1067
H -3.80 -0.69 2.20 0.0443
H -4.54 -0.28 4.70 0.3860
H -3.13 0.63 4.31 0.3042
H -0.72 -1.83 6.19 0.1452
H -0.53 -2.54 7.81 0.2845
H -1.23 -0.89 7.63 0.2473
C 5.81 2.96 2.27 -1.2900
C 4.55 2.78 1.43 0.5725
O 4.73 2.31 0.10 -0.2459
C 4.98 3.18 -0.86 0.7885
O 4.96 4.39 -0.76 -0.6021
O 5.44 2.52 -1.91 -0.3291
C 5.77 3.29 -3.05 -0.6596
H 5.48 3.39 3.22 0.3628
H 6.51 3.68 1.86 0.3715
H 6.26 2.05 2.67 0.3092
H 3.94 3.68 1.48 0.3684
H 3.87 2.11 1.97 -0.4375
H 6.44 2.71 -3.70 0.2940
H 6.32 4.19 -2.81 0.3294
H 4.92 3.46 -3.71 0.2128
C -2.87 -4.38 -0.19 0.0590
C -2.20 -4.45 1.20 -0.6307
C -1.11 -3.40 1.10 0.6649
O -0.64 -3.52 -0.23 -0.4285
C -1.67 -4.05 -1.10 0.3374
H -3.61 -3.59 -0.15 -0.4807
H -3.34 -5.35 -0.35 0.4631
H -1.82 -5.45 1.39 0.3217
H -2.91 -4.20 1.99 0.3527
H -0.25 -3.64 1.74 -0.1976
H -1.35 -2.34 1.21 -0.2722
H -1.29 -4.87 -1.71 0.2511
H -1.87 -3.16 -1.70 -0.4248
C 0.24 -0.32 -0.80 0.0172
C 0.42 0.20 0.66 0.2692
C 1.80 0.81 0.56 -0.0882
O 2.05 1.15 -0.81 -0.4731
C 0.96 0.73 -1.64 -0.0999
H -0.79 -0.50 -1.11 0.0003
H 0.63 -1.33 -0.97 0.1227
H 0.31 -0.59 1.41 -0.2028
H -0.34 0.93 0.94 -0.0577
H 2.50 -0.01 0.69 0.0800
H 1.96 1.73 1.12 0.2866
H 1.44 0.40 -2.57 0.1441
H 0.26 1.55 -1.82 -0.1481
C -1.17 -2.42 -4.61 -0.4716
C -2.29 -1.50 -4.16 0.4807
C -3.50 -2.10 -4.87 -0.4803
O -3.24 -3.50 -4.80 -0.4353
C -1.87 -3.72 -5.13 -0.4632
H -0.41 -2.60 -3.85 0.2386
H -0.59 -2.07 -5.47 0.3236
H -2.03 -0.47 -4.42 0.2515
H -2.39 -1.43 -3.08 -0.5295
H -3.60 -1.78 -5.91 0.3063
H -4.41 -1.95 -4.29 0.2800
H -1.68 -3.92 -6.19 0.2809
H -1.52 -4.59 -4.59 0.2931

***

4.
111
Properties=species:S:1:pos:R:3:mulliken_charge:R:1 method="wB97M-V/def2-TZVPD" e_tot_ha=-2916.3563 largest_force_ev_per_a=0.9 homo_ev=-10.23 charge=+1 homo_lumo_gap_ha=0.287
C 1.74 0.12 1.95 -0.6662
C 3.02 0.94 1.86 -0.7175
N 2.92 2.06 0.88 0.2716
C 3.59 1.70 -0.38 -0.4709
C 3.26 2.64 -1.54 -1.2221
C 3.29 3.28 1.42 0.0175
S 4.56 4.19 1.01 -0.2028
S 2.20 3.83 2.74 -0.1816
C 0.69 3.92 1.74 -1.1275
C -0.14 2.64 1.66 0.4221
C -1.57 3.00 1.28 -1.0709
N -2.38 1.88 0.72 0.3874
C -1.82 1.00 -0.35 -0.6173
C -3.05 0.16 -0.70 -0.2784
C -3.81 0.03 0.66 -0.7265
C -2.98 0.86 1.64 -0.5285
H 1.38 -0.05 0.92 -0.0453
H 0.96 0.67 2.48 0.1193
H 1.91 -0.85 2.40 0.5245
H 3.30 1.34 2.84 0.5795
H 3.84 0.30 1.53 0.2393
H 3.23 0.69 -0.61 0.2023
H 4.67 1.62 -0.23 0.4380
H 2.28 3.09 -1.40 0.2235
H 3.99 3.44 -1.65 0.3583
H 3.25 2.08 -2.48 0.4154
H 0.11 4.73 2.20 0.5694
H 0.98 4.25 0.74 0.3934
H -0.12 2.14 2.64 0.4204
H 0.31 1.97 0.93 -0.1227
H -2.13 3.34 2.16 0.3980
H -1.63 3.79 0.54 0.2130
H -3.19 2.35 0.29 0.2187
H -1.07 0.37 0.14 0.2120
H -1.36 1.57 -1.16 0.6359
H -2.79 -0.79 -1.16 0.5029
H -3.68 0.70 -1.41 -0.1368
H -3.94 -0.99 1.02 0.3715
H -4.82 0.45 0.55 0.3366
H -2.15 0.27 2.03 0.3036
H -3.51 1.32 2.48 0.4416
O -3.87 4.61 0.65 -0.5755
C -3.98 5.71 0.17 0.8610
O -3.15 6.03 -0.82 -0.2593
C -3.24 7.27 -1.57 -0.5047
C -2.56 8.42 -0.86 -1.1928
C -4.97 6.71 0.69 -1.2920
H -4.29 7.48 -1.80 0.4851
H -2.74 7.04 -2.50 0.3575
H -3.04 8.65 0.10 0.2879
H -2.61 9.31 -1.48 0.4065
H -1.52 8.18 -0.67 0.3236
H -4.53 7.19 1.57 0.3182
H -5.86 6.18 1.02 0.3600
H -5.25 7.48 -0.02 0.3846
O 3.82 -1.96 0.18 -0.5537
C 3.05 -2.86 -0.06 0.9832
O 2.31 -3.32 0.96 -0.3272
C 1.33 -4.38 0.80 -0.4915
C 1.97 -5.74 0.85 -0.7703
C 2.98 -3.51 -1.42 -1.3126
H 0.76 -4.22 -0.11 0.3616
H 0.66 -4.23 1.64 0.3229
H 2.67 -5.89 0.02 0.2571
H 1.22 -6.53 0.79 0.1991
H 2.52 -5.86 1.78 0.3087
H 3.78 -4.24 -1.48 0.3057
H 3.16 -2.75 -2.17 0.3509
H 2.04 -4.02 -1.63 0.3851
O 0.16 -8.54 0.01 -0.5425
C -1.03 -8.44 -0.09 0.8807
O -1.62 -7.35 0.46 -0.3619
C -3.03 -7.09 0.34 -0.4160
C -3.84 -7.84 1.38 -0.9701
C -1.88 -9.51 -0.74 -1.1869
H -3.37 -7.30 -0.67 0.3633
H -3.11 -6.01 0.49 0.2965
H -3.75 -8.92 1.25 0.2766
H -4.89 -7.57 1.30 0.3649
H -3.49 -7.58 2.38 0.3046
H -2.05 -10.29 0.01 0.2973
H -1.30 -9.94 -1.55 0.3327
H -2.84 -9.17 -1.11 0.3282
O -5.13 3.54 -7.18 -0.5316
C -4.61 3.04 -6.23 0.6855
O -5.25 3.14 -5.03 -0.3949
C -4.78 2.50 -3.85 -0.7762
C -3.72 3.34 -3.14 -0.0183
C -3.26 2.36 -6.31 -0.8680
H -4.42 1.49 -4.06 0.4285
H -5.67 2.41 -3.22 0.3543
H -2.83 3.46 -3.75 0.2843
H -3.44 2.88 -2.19 -0.2797
H -4.12 4.33 -2.92 0.2128
H -2.49 3.13 -6.26 0.2426
H -3.19 1.88 -7.28 0.3271
H -3.07 1.62 -5.53 0.2806
O 7.47 -2.19 5.50 -0.5747
C 7.50 -2.16 4.30 0.6780
O 6.33 -2.19 3.63 -0.3630
C 6.24 -2.03 2.21 0.2728
C 6.48 -3.33 1.47 -0.9688
C 8.80 -2.13 3.53 -0.8644
H 6.90 -1.24 1.86 0.3050
H 5.22 -1.70 2.04 -0.2282
H 7.49 -3.70 1.65 0.3690
H 6.34 -3.20 0.40 0.2460
H 5.78 -4.09 1.83 0.2680
H 9.17 -3.16 3.46 0.2527
H 9.52 -1.56 4.12 0.3072
H 8.74 -1.72 2.53 0.3063